Computed, not measured: a 17-piece molecular cluster, C74H102O7 overall, with ωB97M-V with the def2-TZVPD basis set.

For the HOMO energy, the calculation gives -8.88 eV. The value obtained for the LUMO energy is 0.0141 Ha. Its total charge is 0. As for the orbital gap: 9.26 eV.

The geometry in XYZ format:
```
183
Properties=species:S:1:pos:R:3:forces:R:3:lowdin_charge:R:1
C 0.56184 -5.25205 -1.30966 -1.2 0.5 -0.1 -0.118
C -0.74412 -5.55474 -1.00946 -0.3 -0.3 0.8 -0.089
C -1.01546 -6.60455 -0.10829 0.0 0.4 -0.5 -0.075
C 0.02859 -7.31410 0.48858 0.1 -0.1 -1.4 -0.078
C 1.33629 -7.08914 0.03943 -0.5 0.4 0.7 -0.083
C 1.56026 -6.04077 -0.84254 1.5 0.2 0.3 -0.120
H 0.76565 -4.33588 -1.84399 0.2 -0.1 -0.4 0.093
H -1.47540 -4.88110 -1.43116 -0.6 -0.4 0.1 0.081
H -2.03655 -6.89880 0.08457 -0.1 0.2 0.2 0.097
H -0.19206 -8.15578 1.12834 0.0 0.1 0.3 0.100
H 2.13900 -7.64496 0.50106 0.2 -0.1 -0.2 0.099
H 2.51444 -5.63261 -1.14143 0.7 -0.8 0.3 0.091
C -0.25598 -1.05275 7.24087 0.6 0.3 -1.3 -0.061
C 0.08019 -1.48912 5.93028 -0.5 1.1 1.6 -0.072
C 0.37847 -0.49608 5.02772 0.4 -0.9 -1.5 -0.116
C 0.44911 0.82382 5.34833 0.5 1.4 0.1 -0.120
C 0.20347 1.27124 6.62482 -0.9 -0.4 0.7 -0.100
C -0.22730 0.33853 7.55899 -0.3 -1.8 0.0 -0.085
H -0.45780 -1.85278 7.93774 -0.3 0.4 0.5 0.093
H 0.07485 -2.52700 5.63167 0.0 -0.1 0.1 0.105
H 0.61655 -0.74879 4.00505 0.0 -0.2 -0.2 0.097
H 0.74810 1.55605 4.61291 0.0 -0.1 -0.3 0.067
H 0.24814 2.31723 6.88995 0.1 0.1 -0.1 0.104
H -0.61237 0.62900 8.52529 0.3 0.2 0.2 0.094
C 6.07034 -4.62033 2.15196 -1.8 -0.4 0.5 -0.072
C 4.82494 -5.26562 1.89414 0.4 0.9 -0.2 -0.055
C 3.66148 -4.49294 1.61873 1.7 -1.0 1.0 -0.077
C 3.76319 -3.11841 1.66624 -0.8 -0.3 -1.0 -0.087
C 4.97926 -2.50744 1.85623 -0.1 0.8 0.0 -0.105
C 6.08220 -3.23862 2.21307 0.8 -0.3 -0.4 -0.111
H 6.98275 -5.14078 2.40304 -0.1 -0.4 -0.1 0.098
H 4.78657 -6.34488 1.90559 -0.1 -0.1 -0.1 0.089
H 2.70179 -4.94088 1.40717 0.1 -0.2 0.1 0.083
H 2.84514 -2.61038 1.41031 0.2 0.6 0.1 0.082
H 5.14593 -1.46086 1.64817 -0.5 0.3 0.5 0.074
H 6.99174 -2.71171 2.46110 0.2 0.0 -0.1 0.110
C 0.96858 2.61172 -2.34499 -0.3 -0.2 -0.6 -0.077
C 2.34690 2.37685 -2.22554 -0.9 -0.1 -0.4 -0.084
C 3.22389 2.95728 -3.13228 0.7 0.4 -0.7 -0.118
C 2.78321 3.72254 -4.20023 -2.6 0.6 1.8 -0.064
C 1.36677 3.99648 -4.21697 2.0 0.0 -1.8 -0.091
C 0.44599 3.40843 -3.37855 1.3 -0.5 0.1 -0.094
H 0.19682 2.18283 -1.72303 0.4 -0.4 0.5 0.093
H 2.76022 1.64450 -1.54787 -0.2 0.2 0.5 0.087
H 4.29240 2.86266 -3.00691 0.2 -0.4 0.1 0.096
H 3.41999 4.27341 -4.87658 0.2 -0.3 0.0 0.099
H 1.13285 4.65727 -5.03858 -0.8 0.0 0.0 0.098
H -0.61635 3.46505 -3.56465 0.0 0.4 0.2 0.105
C 5.92198 -2.81390 -2.80721 -1.6 0.2 0.5 -0.061
C 6.21246 -1.61293 -3.46862 1.4 -1.6 0.6 -0.112
C 5.22242 -0.78112 -3.81359 -0.3 1.7 -1.6 -0.135
C 3.90907 -1.05056 -3.57727 -0.7 1.4 0.4 -0.114
C 3.57601 -2.12731 -2.83684 0.1 -2.2 1.0 -0.100
C 4.55801 -3.08416 -2.47193 1.1 1.2 -0.9 -0.048
H 6.73053 -3.44810 -2.47488 -0.1 -0.3 -0.1 0.100
H 7.21674 -1.32295 -3.74017 0.2 -0.3 0.2 0.111
H 5.44313 0.12302 -4.36151 0.2 0.2 0.0 0.109
H 3.19098 -0.28214 -3.82278 -0.3 -0.1 -0.1 0.091
H 2.56103 -2.26073 -2.49272 -0.2 -0.2 -0.2 0.085
H 4.24131 -3.99596 -1.98745 0.2 0.0 0.3 0.080
C -1.40027 -2.85332 -4.99822 0.1 -0.3 -1.2 -0.089
C -0.81953 -2.38891 -6.18654 -1.4 -2.4 0.9 -0.088
C 0.11027 -1.41027 -6.14399 0.2 0.5 -2.6 -0.127
C 0.30659 -0.71015 -5.02252 -0.2 0.9 3.2 -0.098
C -0.34395 -1.10570 -3.82660 1.3 0.4 -0.5 -0.075
C -1.10664 -2.25732 -3.80478 -0.4 0.6 0.4 -0.106
H -2.06219 -3.70653 -5.01520 -0.1 -0.1 -0.1 0.096
H -1.08839 -2.94685 -7.07131 0.2 0.2 -0.3 0.104
H 0.57779 -1.11867 -7.07286 0.2 0.1 -0.1 0.112
H 0.94985 0.15590 -4.97181 0.1 0.1 -0.1 0.099
H -0.11195 -0.53316 -2.94072 -0.2 0.0 0.3 0.084
H -1.57203 -2.65591 -2.91543 0.1 0.2 0.3 0.082
C -4.32855 0.67784 -6.54082 0.8 -1.3 2.3 -0.096
C -5.70760 0.84412 -6.53972 -0.1 1.5 0.5 -0.107
C -6.37026 1.22152 -5.35557 1.6 -0.9 0.6 -0.065
C -5.64305 1.24907 -4.11283 -0.8 0.4 -1.5 -0.101
C -4.29476 0.91802 -4.03406 -0.7 -0.2 -2.7 -0.077
C -3.64960 0.61507 -5.29718 -0.7 0.6 1.3 -0.062
H -3.74457 0.34051 -7.38437 -0.2 0.4 -0.4 0.094
H -6.20484 0.92843 -7.49473 -0.3 -0.4 0.0 0.093
H -7.43649 1.39256 -5.37295 0.0 0.2 0.1 0.092
H -6.15099 1.63165 -3.23988 -0.2 -0.3 0.2 0.081
H -3.87167 0.90149 -3.04052 0.7 -0.1 -0.3 0.073
H -2.59606 0.37963 -5.26521 0.2 -0.1 -0.2 0.074
C -2.37646 -3.36812 1.70091 -0.9 0.6 0.6 -0.091
C -2.10613 -2.32674 2.56695 0.3 0.9 0.2 -0.097
C -3.04473 -1.77892 3.48251 0.9 -0.9 -1.0 -0.073
C -4.31226 -2.31740 3.49502 0.0 -0.8 -0.2 -0.093
C -4.59866 -3.40324 2.64377 -0.1 0.3 -0.3 -0.082
C -3.66072 -3.89412 1.74003 0.3 -0.4 0.3 -0.092
H -1.63395 -3.72934 1.00478 0.1 0.0 0.0 0.088
H -1.14383 -1.86553 2.40063 0.2 0.1 0.7 0.073
H -2.74350 -1.02252 4.19210 0.0 0.2 -0.1 0.086
H -5.04054 -1.94934 4.20251 -0.2 0.0 0.0 0.095
H -5.58159 -3.85061 2.63323 -0.1 0.0 0.2 0.096
H -3.83273 -4.74364 1.09572 -0.6 -0.1 0.0 0.091
C 5.16902 2.95976 1.92215 0.6 -0.4 0.1 -0.096
C 4.54701 4.17436 2.03198 -0.6 0.9 0.7 -0.095
C 3.47386 4.32983 2.89696 -1.4 -0.1 0.5 -0.094
C 2.93738 3.28012 3.63771 1.3 -2.4 -1.0 -0.080
C 3.58483 2.01183 3.53431 1.4 1.5 -0.8 -0.069
C 4.72727 1.87931 2.67337 -1.9 0.0 1.1 -0.086
H 6.05059 2.93289 1.29885 0.0 -0.5 -0.1 0.091
H 4.87840 5.03087 1.46368 0.1 0.0 -0.1 0.098
H 2.90956 5.24305 3.01519 0.3 0.5 -0.4 0.090
H 1.97120 3.28995 4.12021 0.1 0.6 0.4 0.077
H 3.33079 1.17228 4.16441 -0.4 -0.1 -0.2 0.093
H 5.10583 0.87254 2.57583 0.5 0.1 0.0 0.080
C 0.49923 1.27599 1.52426 0.6 0.1 0.8 -0.094
C -0.69745 0.70016 1.20419 -1.1 0.1 -0.2 -0.100
C -0.77296 -0.42814 0.40509 -0.1 -0.6 0.2 -0.106
C 0.38100 -1.09332 -0.00226 0.5 1.1 0.5 -0.085
C 1.62437 -0.49460 0.28724 -2.1 0.0 -0.3 -0.074
C 1.63917 0.70512 1.04752 2.2 -2.0 -1.7 -0.080
H 0.61174 2.06053 2.25791 -0.3 0.4 -0.2 0.089
H -1.59774 1.14155 1.60551 -0.2 0.0 0.0 0.102
H -1.74191 -0.87638 0.24194 -0.1 0.0 -0.2 0.099
H 0.34960 -2.05608 -0.49062 -0.1 0.0 -0.3 0.089
H 2.42471 -1.03516 -0.19615 0.9 0.6 0.5 0.080
H 2.63990 1.07776 1.20901 -0.1 0.5 0.4 0.082
C 3.21688 6.55545 -0.90072 0.9 -0.3 1.1 -0.070
C 2.14548 5.65538 -0.29401 1.5 0.8 0.0 -0.356
O 1.21486 5.53788 -1.27585 -2.6 -0.4 -1.1 -0.066
H 3.63158 6.03452 -1.76372 -0.2 0.3 -0.4 0.070
H 4.07550 6.67185 -0.23943 0.1 0.2 0.3 0.055
H 2.80358 7.54117 -1.11435 0.1 -0.2 -0.3 0.081
H 1.66610 6.12394 0.56550 0.0 -0.1 0.1 0.103
H 2.56023 4.68400 -0.02477 0.1 -0.1 0.4 0.098
H 1.55136 5.03484 -2.02105 0.1 0.0 0.0 0.036
C 6.92845 1.23368 -0.81281 -0.2 -0.4 0.2 -0.075
C 6.15117 0.02769 -0.34847 0.0 -0.6 -1.5 -0.325
O 7.05413 -1.06762 -0.32306 0.2 0.1 0.7 -0.072
H 7.82289 1.32788 -0.19701 -0.2 0.6 0.3 0.083
H 6.19867 2.04279 -0.78330 0.6 0.5 0.0 0.062
H 7.32262 1.11510 -1.82210 -0.4 -0.2 -0.1 0.073
H 5.40080 -0.20721 -1.10336 -0.4 0.1 -0.2 0.093
H 5.56373 0.19553 0.55422 0.5 0.1 0.5 0.071
H 6.59767 -1.83953 0.01958 -0.1 -0.2 0.0 0.045
C -6.49842 -0.65800 -1.15897 -1.0 0.8 0.4 -0.059
C -6.76812 0.52574 -0.20254 2.8 -0.5 0.3 -0.339
O -7.38304 1.62205 -0.80547 -1.0 0.2 -0.4 -0.069
H -7.47978 -0.92256 -1.55271 0.1 -0.5 -0.2 0.079
H -6.03382 -1.48929 -0.62868 -0.2 0.0 0.2 0.063
H -5.84548 -0.41558 -1.99742 -0.1 0.3 0.1 0.042
H -5.79445 0.91038 0.10098 0.6 -0.2 0.1 0.085
H -7.16440 0.24429 0.77308 -0.9 -0.4 -0.2 0.108
H -7.17731 2.35187 -0.21671 -0.2 0.3 -0.2 0.085
C -4.20799 1.44592 5.77418 0.2 0.1 0.2 -0.083
C -3.17717 2.43831 5.25279 -1.9 0.0 0.7 -0.272
O -4.02404 3.54426 4.79272 1.4 -0.2 -0.5 -0.096
H -4.86609 0.98634 5.03675 0.7 -0.4 -0.4 0.073
H -4.95341 2.02771 6.31637 0.4 0.0 0.7 0.075
H -3.65908 0.75887 6.41819 -0.6 -0.5 0.0 0.074
H -2.50555 2.02896 4.49815 -0.2 0.2 -0.4 0.098
H -2.55219 2.70390 6.10541 0.1 0.4 -0.1 0.110
H -3.92477 4.27467 5.40773 0.1 0.1 0.0 0.091
C -0.31421 5.37662 2.57863 0.5 -0.7 0.3 -0.052
C -1.29528 4.52030 3.39029 2.0 0.2 1.0 -0.346
O -2.17698 3.87198 2.58155 -2.1 -0.2 -2.0 -0.080
H 0.60376 5.65049 3.09865 -0.3 0.3 0.8 0.056
H -0.74763 6.28180 2.15330 -0.1 -0.2 -0.1 0.085
H 0.15053 4.75636 1.81221 -0.6 -0.1 -0.6 0.063
H -1.80292 5.04692 4.19842 -0.1 0.6 -0.1 0.109
H -0.86796 3.64434 3.87833 1.6 0.4 0.7 0.090
H -2.81851 3.53768 3.21265 -0.8 -0.1 -0.3 0.039
C -4.25400 -3.74195 -2.26235 -0.6 0.1 0.3 -0.084
C -5.36743 -4.68543 -1.81636 -0.2 0.8 -0.3 -0.328
O -4.79624 -5.90982 -1.42321 -0.2 -0.5 0.4 -0.081
H -3.67682 -3.46608 -1.37982 0.2 -0.1 0.0 0.057
H -4.64702 -2.81241 -2.67417 0.0 0.0 -0.3 0.070
H -3.60602 -4.25414 -2.97361 0.0 0.2 -0.1 0.062
H -6.14598 -4.84160 -2.56307 0.2 -0.1 -0.5 0.110
H -5.95396 -4.24457 -1.01031 0.4 -0.2 0.5 0.103
H -4.62164 -6.38978 -2.23608 0.1 -0.2 0.1 0.085
C -3.74023 3.15608 -0.86841 -1.8 -0.9 -0.9 -0.093
C -2.34788 3.65469 -0.68340 -0.7 0.7 0.1 -0.290
O -2.43573 5.06089 -0.38931 0.6 -0.3 -0.2 -0.078
H -4.35419 2.95257 0.00894 0.3 0.6 0.5 0.066
H -3.90656 2.22181 -1.40466 0.9 -0.4 -0.1 0.042
H -4.27614 3.83005 -1.53674 -0.1 0.4 0.3 0.087
H -1.85595 3.59079 -1.65398 0.4 0.0 0.3 0.093
H -1.84904 3.08602 0.10138 0.4 0.2 -0.1 0.085
H -2.82646 5.17376 0.48028 0.0 -0.2 0.3 0.061
```
Forces are in eV/Å.